{
  "formula": "C29H27CdIN3S5",
  "method": "ωB97M-V/def2-TZVPD",
  "molar_mass_g_mol": 817.21,
  "max_force_ev_per_a": 3.57,
  "orbital_gap_ev": 6.290,
  "e_above_lowest_kj_mol": 76.8,
  "energy_ev": -101823.64438,
  "spin_multiplicity": 1,
  "total_charge": -1,
  "species": ["Cd", "C", "C", "C", "C", "C", "H", "H", "H", "H", "H", "S", "C", "N", "C", "C", "N", "C", "C", "C", "C", "C", "C", "C", "C", "S", "C", "C", "C", "C", "C", "C", "C", "H", "H", "H", "H", "H", "H", "H", "H", "H", "H", "H", "H", "H", "H", "H", "H", "H", "H", "S", "C", "S", "S", "I", "C", "C", "C", "C", "N", "C", "H", "H", "H", "H"],
  "coordinates": [[1.137, -0.100, -2.012], [-0.667, -2.114, -0.972], [-1.386, -2.549, -2.069], [-2.022, -1.415, -2.650], [-1.703, -0.318, -1.909], [-0.780, -0.673, -0.874], [0.033, -2.693, -0.417], [-1.333, -3.555, -2.520], [-2.670, -1.401, -3.469], [-2.010, 0.688, -2.121], [-0.477, -0.065, -0.043], [2.950, 1.882, 3.740], [1.939, 1.109, 2.714], [2.008, -0.211, 2.417], [0.777, -0.938, 2.082], [-0.413, -0.199, 2.669], [-0.411, 1.171, 2.144], [-1.581, 1.878, 1.627], [-2.892, 1.300, 2.206], [-3.570, 0.269, 1.517], [-4.837, -0.092, 1.886], [-5.434, 0.585, 2.925], [-4.816, 1.584, 3.606], [-3.499, 1.937, 3.259], [0.774, 1.819, 1.996], [1.002, 3.211, 1.128], [3.233, -0.965, 2.747], [3.258, -2.277, 2.037], [3.235, -2.352, 0.641], [3.233, -3.590, 0.027], [3.381, -4.740, 0.741], [3.403, -4.686, 2.131], [3.352, -3.431, 2.774], [0.789, -1.951, 2.513], [0.664, -1.061, 0.986], [-0.395, -0.189, 3.756], [-1.358, -0.649, 2.467], [-1.506, 1.883, 0.587], [-1.518, 2.894, 1.997], [-3.164, -0.196, 0.623], [-5.359, -0.864, 1.350], [-6.492, 0.345, 3.076], [-5.348, 1.995, 4.436], [-2.966, 2.711, 3.808], [3.290, -1.134, 3.807], [4.118, -0.342, 2.467], [3.151, -1.458, 0.108], [3.144, -3.531, -1.075], [3.405, -5.682, 0.178], [3.514, -5.595, 2.681], [3.277, -3.488, 3.854], [5.306, -0.334, -3.378], [3.766, -0.329, -2.927], [3.191, 1.114, -2.116], [2.587, -1.565, -3.387], [-3.279, 3.314, -6.591], [-1.545, 3.310, -5.434], [-0.456, 4.065, -5.845], [0.692, 4.103, -5.023], [0.703, 3.454, -3.858], [-0.378, 2.788, -3.434], [-1.395, 2.666, -4.198], [-0.509, 4.473, -6.848], [1.523, 4.686, -5.427], [1.565, 3.489, -3.213], [-2.228, 2.006, -3.897]],
  "nbo_charge": [1.3917, -0.3250, -0.2885, -0.3184, -0.3113, -0.6385, 0.2069, 0.2057, 0.2004, 0.2051, 0.2236, -0.1046, 0.0583, -0.4111, -0.2294, -0.2268, -0.4074, -0.2310, -0.0580, -0.1512, -0.2273, -0.2134, -0.2200, -0.1993, 0.0647, -0.1050, -0.2343, -0.0505, -0.1964, -0.1922, -0.2240, -0.2072, -0.2182, 0.2305, 0.2291, 0.2028, 0.2407, 0.2268, 0.2245, 0.2295, 0.2145, 0.2040, 0.2106, 0.2148, 0.2046, 0.2440, 0.2235, 0.2474, 0.2124, 0.2044, 0.2053, -0.1160, -0.5527, -0.4204, -0.4483, 0.1444, -0.2101, -0.1958, -0.2497, 0.0367, -0.4100, 0.0286, 0.2193, 0.2225, 0.2249, 0.1898]
}


{
  "formula": "C9H20BO8PS",
  "method": "ωB97M-V/def2-TZVPD",
  "molar_mass_g_mol": 330.10,
  "max_force_ev_per_a": 1.53,
  "orbital_gap_ev": 11.008,
  "e_above_lowest_kj_mol": 37.7,
  "energy_ev": -46840.73085,
  "spin_multiplicity": 1,
  "species": ["C", "C", "C", "C", "C", "C", "P", "O", "O", "O", "O", "S", "O", "O", "O", "C", "B", "O", "C", "C", "H", "H", "H", "H", "H", "H", "H", "H", "H", "H", "H", "H", "H", "H", "H", "H", "H", "H", "H", "H"],
  "coordinates": [[-2.844, 1.046, 1.889], [-1.419, 1.548, 1.745], [-0.874, 1.367, 0.321], [0.659, 1.339, 0.195], [1.414, 2.139, 1.265], [1.198, -0.093, 0.027], [0.630, -1.347, 1.286], [-0.813, -1.386, 1.449], [1.376, -0.982, 2.643], [1.223, -2.755, 0.916], [2.653, -0.026, 0.330], [3.420, -1.140, -0.559], [4.003, -2.173, 0.199], [4.315, -0.488, -1.429], [2.143, -1.671, -1.411], [1.259, -0.535, -1.412], [-0.092, -0.559, -2.277], [-0.343, 0.540, -3.018], [-1.103, -1.747, -2.343], [-2.543, -1.227, -2.113], [-3.105, 0.852, 2.922], [-3.549, 1.760, 1.471], [-2.950, 0.125, 1.325], [-0.772, 1.067, 2.475], [-1.382, 2.613, 1.965], [-1.290, 2.176, -0.275], [-1.328, 0.461, -0.075], [0.891, 1.816, -0.755], [1.785, 1.544, 2.089], [2.243, 2.645, 0.787], [0.801, 2.926, 1.688], [0.946, -0.203, 3.033], [1.861, -3.040, 1.594], [1.887, 0.251, -1.859], [0.389, 1.174, -2.980], [-1.072, -2.176, -3.343], [-0.857, -2.536, -1.641], [-3.266, -1.752, -2.727], [-2.658, -0.167, -2.320], [-2.837, -1.384, -1.079]],
  "nbo_charge": [-0.6053, -0.3811, -0.4053, -0.2376, -0.6141, -0.0657, 2.3568, -1.0993, -0.9835, -0.9702, -0.7175, 2.5462, -0.9016, -0.9180, -0.6570, -0.2803, 1.0192, -0.8480, -0.7945, -0.5969, 0.2140, 0.2002, 0.2207, 0.1741, 0.1955, 0.2128, 0.2261, 0.2017, 0.2079, 0.2289, 0.2220, 0.5139, 0.5305, 0.1945, 0.4894, 0.2496, 0.2367, 0.2106, 0.2081, 0.2165]
}


{
  "formula": "C21H28MnNP",
  "method": "ωB97M-V/def2-TZVPD",
  "molar_mass_g_mol": 380.37,
  "s2": 4.21,
  "max_force_ev_per_a": 5.12,
  "orbital_gap_ev": [6.554, 3.045],
  "energy_ev": -64308.23107,
  "spin_multiplicity": 4,
  "total_charge": 2,
  "species": ["C", "C", "C", "C", "C", "C", "C", "C", "N", "Mn", "C", "P", "H", "H", "H", "H", "H", "H", "H", "H", "C", "C", "H", "C", "C", "H", "H", "H", "H", "H", "H", "H", "H", "H", "H", "H", "H", "H", "H", "C", "C", "C", "C", "C", "C", "C", "C", "H", "H", "H", "H", "H"],
  "coordinates": [[-2.628, 0.531, -3.997], [-2.409, -0.690, -3.351], [-1.638, -0.761, -2.174], [-1.068, 0.396, -1.646], [-1.319, 1.622, -2.275], [-2.112, 1.699, -3.431], [-1.477, -2.083, -1.468], [-0.047, -2.634, -1.356], [1.028, -1.598, -1.196], [0.236, 0.217, -0.095], [-0.662, 2.863, -1.719], [0.950, 2.285, -1.000], [-2.841, -1.612, -3.745], [-2.281, 2.684, -3.877], [-3.212, 0.581, -4.920], [-1.239, 3.317, -0.895], [-0.472, 3.637, -2.478], [-1.864, -1.984, -0.440], [-2.058, -2.853, -1.992], [0.010, -3.296, -0.480], [1.636, 3.659, -0.045], [1.962, 2.269, -2.522], [0.205, -3.229, -2.254], [1.600, -1.231, -2.511], [2.102, -2.131, -0.324], [-0.034, 1.478, 1.103], [2.041, -2.126, -2.982], [0.820, -0.830, -3.170], [2.385, -0.476, -2.379], [2.650, -2.939, -0.839], [2.802, -1.327, -0.069], [1.656, -2.502, 0.604], [2.033, 3.290, -2.927], [2.965, 1.909, -2.261], [1.532, 1.616, -3.292], [1.767, 4.549, -0.673], [0.980, 3.889, 0.803], [2.612, 3.335, 0.339], [0.804, 1.392, 1.144], [-0.377, -0.741, 1.347], [-0.598, -1.141, 2.515], [-0.608, -1.102, 3.914], [-1.136, -2.157, 4.688], [-1.111, -2.068, 6.080], [-0.572, -0.934, 6.713], [-0.047, 0.116, 5.947], [-0.063, 0.040, 4.560], [-1.554, -3.028, 4.176], [-1.514, -2.887, 6.677], [-0.557, -0.867, 7.804], [0.380, 1.000, 6.429], [0.342, 0.849, 3.942]],
  "lowdin_spin": [0.0316, -0.0159, -0.0001, -0.1990, -0.0078, -0.0157, -0.0009, 0.0022, -0.0589, 2.2784, -0.0118, -0.0371, -0.0022, -0.0028, 0.0014, 0.0011, -0.0011, 0.0003, 0.0003, -0.0005, -0.0109, 0.0067, -0.0011, 0.0020, -0.0009, -0.0309, -0.0014, -0.0002, 0.0010, -0.0023, 0.0011, -0.0007, 0.0006, -0.0001, 0.0000, -0.0020, 0.0000, -0.0002, -0.0451, -0.0953, 0.1137, 0.0337, 0.2845, 0.2362, 0.0258, 0.2391, 0.2553, 0.0094, 0.0071, -0.0025, 0.0075, 0.0085]
}